No. 1
Entry from the OMol25 dataset: a molecular structure, C18H14N6S5Tc at a distorted geometry (ωB97M-V with the def2-TZVPD basis set).

CARTESIAN COORDINATES (ANGSTROEM)
C (1.94, -2.99, 1.36)
N (0.07, 0.45, 3.47)
C (-1.85, -0.87, 0.85)
C (-2.42, 3.53, -2.07)
H (-2.94, 3.47, -3.07)
H (1.11, -2.99, 2.04)
C (3.07, -1.74, -0.27)
H (-3.97, -0.70, 1.36)
S (2.95, -0.33, -1.22)
C (-1.42, 2.57, -1.80)
H (-2.04, 5.47, 0.79)
N (-0.40, -1.27, -1.09)
S (0.38, 3.92, 1.52)
H (-3.73, -1.58, -1.30)
C (-2.62, -1.61, -1.44)
C (-1.66, -1.15, -0.57)
C (-0.70, 2.69, -0.58)
H (4.92, -2.72, -1.15)
N (2.05, -1.91, 0.58)
Tc (0.94, -0.09, 0.15)
H (0.98, 0.63, 3.05)
C (3.95, -3.91, 0.40)
H (-3.39, 5.23, -1.54)
N (-0.68, -0.58, 1.54)
H (1.51, -1.08, -2.59)
C (-0.78, 3.86, 0.20)
C (4.13, -2.74, -0.36)
S (2.40, 1.43, 1.48)
H (-1.38, 1.68, -2.49)
N (0.73, -1.45, -3.13)
C (-1.85, 4.73, -0.01)
H (0.83, -2.02, -4.01)
C (1.01, 2.40, 0.98)
C (-2.70, 4.51, -1.16)
H (2.77, -4.73, 2.08)
S (-2.64, -0.01, 3.17)
C (-2.94, -0.55, 1.56)
S (-1.98, -2.01, -3.03)
C (-0.42, -1.56, -2.38)
N (0.33, 1.80, -0.06)
H (-0.16, 1.00, 4.29)
C (-0.96, -0.08, 2.75)
C (2.86, -4.02, 1.24)
H (4.71, -4.70, 0.45)

Properties
ΔE to the lowest compared entry with this formula, charge and spin = 83.5 kJ/mol
multiplicity = 4
expectation value of S² = 3.788
net charge = +2

Mulliken atomic charge list, values in e, 4 entries: number 1, C, carries -0.154; number 2, N, carries -0.218; number 3, C, carries -0.265; number 4, C, carries -0.416

=====

No. 2
Entry from the OMol25 dataset: a single C24H17NO2S3 molecule at a distorted geometry (ωB97M-V with the def2-TZVPD basis set).

CARTESIAN COORDINATES (ANGSTROEM)
C (-0.75, -0.91, -1.10)
S (-2.38, 0.08, -6.29)
H (2.07, 3.84, 3.46)
S (-1.33, -1.40, -3.78)
C (-4.06, -1.04, 1.28)
C (1.26, 2.59, 1.96)
C (-2.75, -1.31, 0.97)
H (5.99, -1.28, -1.71)
H (5.68, -2.39, -0.36)
O (-2.21, 1.75, -1.77)
N (-2.27, 1.09, -3.89)
C (-4.96, -2.17, 1.09)
H (-0.30, -1.89, -1.14)
C (2.39, 0.66, -1.20)
H (0.13, 3.59, 5.01)
C (3.54, -0.09, -1.56)
C (0.18, 3.03, 4.09)
C (2.28, -0.62, 0.86)
C (-1.28, -0.44, -2.32)
C (1.74, 0.33, -0.02)
H (2.11, 2.78, 1.33)
C (1.23, 3.23, 3.19)
C (-4.31, -3.28, 0.55)
C (-1.88, 0.89, -2.57)
H (4.91, -2.64, -1.94)
S (-2.60, -2.96, 0.32)
O (-1.74, 0.48, 2.29)
C (5.22, -1.89, -1.20)
H (1.79, -0.88, 1.79)
C (-0.75, 1.42, 2.53)
C (-1.69, -0.26, 1.11)
C (-0.77, 2.06, 3.78)
C (-2.01, 0.04, -4.59)
H (-6.04, -2.14, 1.29)
H (0.11, 1.72, -0.49)
H (-4.36, -0.09, 1.73)
C (4.07, -1.10, -0.73)
C (0.35, 0.94, 0.28)
C (0.28, 1.66, 1.60)
C (-0.71, -0.13, 0.15)
C (3.42, -1.37, 0.51)
H (-1.56, 1.87, 4.52)
H (4.11, 0.13, -2.48)
H (2.05, 1.40, -1.88)
H (-4.77, -4.26, 0.40)
H (3.79, -2.14, 1.14)
H (-3.24, 1.10, -6.22)

Properties
structure (SMILES) = Cc1ccc([C@H]2C(/C=C3/SC(S)=NC3=O)=C(c3cccs3)Oc3ccccc32)cc1
ΔE to the lowest compared entry with this formula, charge and spin = 20.9 kJ/mol

Mulliken atomic charge list, values in e, 4 entries: number 1, C, carries -2.401; number 2, S, carries -0.236; number 3, H, carries 0.387; number 4, S, carries -0.210

=====

No. 3
Entry from the OMol25 dataset: 3 unconnected molecules or ions with the total composition C12H24N3O4 at a distorted geometry (ωB97M-V with the def2-TZVPD basis set).

CARTESIAN COORDINATES (ANGSTROEM)
O (0.53, 1.65, 1.98)
N (3.93, 0.97, 2.57)
H (-1.36, 1.74, -4.00)
C (-1.92, -1.98, 0.14)
C (-0.34, 1.61, -2.10)
H (1.35, 3.73, -1.66)
H (-2.97, -1.57, 2.00)
H (-5.13, -4.30, 0.54)
H (2.68, 1.62, -3.45)
H (-0.17, 2.22, -1.20)
N (0.58, 2.46, 3.20)
H (2.92, 3.88, -2.46)
C (1.80, 2.15, -3.10)
H (1.06, -0.94, 1.05)
H (5.31, -0.66, 2.32)
H (-0.67, 3.27, -3.47)
H (-4.25, -4.06, -0.98)
C (-1.17, 2.37, -3.12)
H (2.67, 2.66, -1.19)
N (2.80, 1.61, 2.54)
H (-2.81, -5.10, 0.76)
O (-1.88, -3.39, 0.20)
H (-0.89, 0.72, -1.78)
H (-2.73, -1.66, -0.53)
C (3.21, -1.10, 1.59)
H (3.40, -2.13, 1.25)
C (2.21, 3.16, -2.04)
H (1.37, 2.65, -3.97)
C (1.94, -0.42, 1.49)
C (1.76, 0.96, 2.01)
H (-3.08, -3.76, 1.85)
H (-0.99, -1.67, -0.34)
C (-3.01, -4.03, 0.79)
H (-2.03, -0.21, 1.38)
H (4.71, 1.52, 2.96)
H (-2.13, 2.66, -2.69)
C (4.28, -0.27, 2.20)
O (0.27, 1.81, 4.11)
C (-2.04, -1.30, 1.50)
O (0.91, 1.15, -2.61)
C (-4.32, -3.75, 0.07)
H (-1.21, -1.59, 2.15)
H (-4.57, -2.69, 0.08)

Properties
ΔE to the lowest compared entry with this formula, charge and spin = 176.1 kJ/mol
net charge = +1

Mulliken atomic charge list, values in e, 4 entries: number 1, O, carries -0.252; number 2, N, carries 0.271; number 3, H, carries 0.309; number 4, C, carries -0.252

=====

No. 4
Entry from the OMol25 dataset: a gas-phase ion, C5H15N2O (charge +1) at a distorted geometry (ωB97M-V with the def2-TZVPD basis set).

CARTESIAN COORDINATES (ANGSTROEM)
O (-2.67, -2.15, -0.13)
H (-1.86, 0.21, 0.08)
C (0.92, 1.94, -0.27)
H (2.12, 1.10, -1.98)
H (-1.24, 0.89, 1.51)
H (-0.77, -3.25, -0.08)
N (-1.64, 0.12, 1.04)
H (3.06, 1.42, -0.69)
H (-0.93, -1.87, -1.35)
H (0.87, -0.70, -0.81)
C (0.74, -0.56, 0.34)
N (0.88, 0.85, 0.83)
H (-2.46, -0.21, 1.59)
H (1.00, 2.94, 0.20)
H (-0.09, 1.94, -0.80)
C (-0.78, -1.10, 0.75)
C (2.16, 1.85, -1.22)
H (1.50, -1.22, 0.81)
H (2.55, 2.80, -1.61)
H (-3.21, -2.18, -1.00)
H (1.74, 1.11, 1.38)
C (-1.25, -2.22, -0.32)
H (-0.65, -1.71, 1.72)

Properties
structure (SMILES) = CCNC[C@@H]([NH3+])CO
ΔE to the lowest compared entry with this formula, charge and spin = 303.0 kJ/mol
net charge = +1

Mulliken atomic charge list, values in e, 4 entries: number 1, O, carries -0.542; number 2, H, carries 0.317; number 3, C, carries -0.386; number 4, H, carries 0.319

=====

No. 5
Entry from the OMol25 dataset: a single C5H4N2O3 molecule at a distorted geometry (ωB97M-V with the def2-TZVPD basis set).

CARTESIAN COORDINATES (ANGSTROEM)
C (0.77, 0.10, -0.62)
O (2.01, -1.99, -0.11)
H (-1.98, 1.38, 0.84)
H (-0.55, 1.54, -1.46)
H (0.23, 2.01, 0.05)
C (0.29, -1.00, 0.76)
N (1.11, -1.93, 0.73)
C (-0.23, 1.18, -0.49)
N (1.74, -0.38, -1.20)
C (-1.42, 0.61, 0.31)
C (-0.94, -0.46, 1.30)
O (2.57, -0.36, -2.05)
H (-2.10, 0.09, -0.36)
O (-1.51, -0.80, 2.29)

Properties
structure (SMILES) = O=NC1=C(N=O)C(=O)CC1
ΔE to the lowest compared entry with this formula, charge and spin = 560.3 kJ/mol

Mulliken atomic charge list, values in e, 4 entries: number 1, C, carries 0.526; number 2, O, carries -0.406; number 3, H, carries 0.352; number 4, H, carries 0.298

=====

No. 6
Entry from the OMol25 dataset: a molecular structure, H26O17S at a distorted geometry (ωB97M-V with the def2-TZVPD basis set).

CARTESIAN COORDINATES (ANGSTROEM)
O (0.07, -3.17, -1.08)
O (2.38, 2.09, 2.05)
H (-1.54, 2.32, -1.49)
O (0.12, -0.65, -1.32)
H (1.70, 3.91, -1.86)
H (2.78, 1.35, 2.26)
H (-2.99, 1.75, 1.64)
O (-0.41, -2.89, 1.80)
H (2.78, -1.75, 2.92)
H (-2.23, -2.08, 0.82)
H (-0.81, -0.38, 2.36)
O (0.07, -0.47, 1.03)
H (-2.20, 0.38, -0.49)
H (2.58, 1.39, -1.10)
O (-1.32, -0.10, 3.22)
H (-0.21, -2.14, 1.42)
H (-3.50, -2.70, 0.31)
O (-1.69, 3.16, -1.75)
O (2.59, -1.61, -2.06)
H (1.64, -0.94, 2.11)
H (-0.60, -0.85, -2.84)
H (1.28, 2.77, -0.89)
O (-3.14, 0.16, -0.86)
H (-0.81, -2.10, -3.50)
H (-1.65, 1.59, 1.02)
O (1.04, 1.20, -0.20)
O (-1.36, 0.82, -0.07)
H (-0.81, -2.48, 2.51)
H (-3.18, -0.63, -0.54)
H (-0.93, 3.45, -1.43)
H (3.15, -0.93, -1.47)
O (-1.14, -1.16, -3.61)
H (-0.06, -3.27, -0.23)
O (-2.09, 1.97, 1.72)
H (2.01, 2.10, 1.14)
O (3.48, 1.16, -1.35)
H (4.07, 0.88, -0.49)
O (-2.75, -2.16, 0.15)
S (-0.05, 0.23, -0.14)
H (0.14, -2.26, -1.38)
H (1.85, -1.09, -2.12)
O (1.01, 3.67, -1.28)
H (-1.86, 0.55, 2.75)
O (2.61, -1.08, 2.33)

Properties
ΔE to the lowest compared entry with this formula, charge and spin = 829.0 kJ/mol
net charge = -2

Mulliken atomic charge list, values in e, 4 entries: number 1, O, carries -0.690; number 2, O, carries -0.652; number 3, H, carries 0.263; number 4, O, carries -0.011

=====

No. 7
Entry from the OMol25 dataset: a molecular structure, C15H35ClMgN5O5 at a distorted geometry (ωB97M-V with the def2-TZVPD basis set).

CARTESIAN COORDINATES (ANGSTROEM)
N (-1.85, 0.91, -4.73)
N (-6.70, 0.31, 3.21)
Cl (1.32, -0.10, 4.68)
C (-7.03, 0.65, 1.83)
H (-8.62, 0.64, 3.69)
O (-1.96, 0.39, -2.45)
H (1.94, 7.46, 2.95)
C (-2.34, 0.25, -3.64)
H (-0.26, -8.14, -1.50)
H (-6.30, 0.16, 1.19)
C (-0.75, 1.90, -4.64)
H (0.18, 5.94, 1.46)
H (-2.73, 1.80, -6.32)
N (0.23, -6.74, 0.12)
H (-1.36, -8.09, -0.32)
H (3.64, 4.93, 3.23)
H (7.93, -0.58, -1.55)
H (7.07, -1.46, 0.71)
H (-7.75, 0.23, 5.01)
H (-7.64, 1.87, 4.45)
H (-5.57, -0.19, 4.71)
C (0.92, 5.13, 1.53)
H (-0.07, 1.63, -5.45)
H (1.80, 7.44, 1.18)
H (-3.16, -0.43, -3.92)
H (4.48, -0.05, -2.16)
H (-3.51, 0.33, -6.08)
H (-1.16, 2.88, -4.83)
H (6.33, -0.14, 1.36)
O (0.54, 3.92, 1.37)
H (-1.52, -6.28, 0.92)
C (-2.52, 0.78, -6.00)
H (2.33, -7.12, -0.02)
C (6.97, -0.07, -1.62)
H (1.68, -6.16, -1.34)
H (0.07, -8.96, -0.08)
C (2.32, 7.00, 2.04)
H (1.98, -5.43, 0.27)
C (4.58, -0.32, -1.10)
C (3.30, 4.72, 2.22)
C (-0.28, -7.99, -0.42)
O (-4.42, 0.06, 2.87)
N (5.86, -0.57, -0.78)
H (5.33, -1.63, 1.12)
O (-0.21, -4.54, 0.79)
H (-1.91, 0.42, -6.82)
H (6.76, -0.17, -2.69)
C (-5.50, 0.05, 3.64)
H (3.39, 7.11, 1.91)
C (6.10, -0.97, 0.70)
H (-7.14, 1.69, 1.54)
C (-7.63, 0.83, 4.11)
O (3.62, -0.28, -0.35)
C (-0.57, -5.79, 0.65)
H (3.28, 3.63, 2.21)
H (-7.92, 0.28, 1.33)
N (2.14, 5.56, 1.89)
H (7.20, 0.96, -1.36)
H (-0.32, 1.81, -3.64)
H (4.14, 5.04, 1.61)
Mg (-0.36, -0.18, 1.55)
C (1.63, -6.31, -0.26)

Properties
ΔE to the lowest compared entry with this formula, charge and spin = 1196.5 kJ/mol
net charge = +1

Mulliken atomic charge list, values in e, 4 entries: number 1, N, carries 0.091; number 2, N, carries 0.115; number 3, Cl, carries -0.447; number 4, C, carries -0.969

=====

No. 8
Entry from the OMol25 dataset: a single C24H30N4O4S molecule (ωB97M-V with the def2-TZVPD basis set).

CARTESIAN COORDINATES (ANGSTROEM)
H (-1.90, 0.42, -3.44)
O (-0.50, -0.29, -1.78)
O (1.97, 2.02, -2.67)
H (-2.06, 3.96, -4.33)
C (-1.62, 3.65, -3.37)
H (1.22, -4.68, 2.92)
N (-2.24, 2.41, -2.99)
H (-4.05, -0.25, 0.21)
O (-0.04, 0.00, 5.32)
C (-0.84, 1.64, -4.86)
H (-1.08, 2.38, -5.63)
H (1.47, -3.31, 0.27)
N (2.07, -0.58, -1.68)
C (0.57, -1.38, 0.36)
H (2.35, -1.51, 8.32)
H (-1.25, 3.67, -0.80)
H (2.24, -3.24, 5.22)
C (-2.41, 2.07, -1.65)
H (-3.09, 1.10, 2.05)
N (0.81, -1.90, 4.44)
H (2.53, -1.69, -3.34)
S (0.54, -1.22, -1.40)
H (2.23, -0.10, 7.27)
C (-3.43, 0.62, -0.02)
H (-0.34, 0.51, 0.66)
C (1.24, 1.50, -3.50)
N (0.22, 2.19, -4.05)
C (0.45, -1.09, 5.49)
C (-3.20, 0.96, -1.33)
C (0.13, -0.44, 2.53)
H (0.55, -0.48, -3.99)
C (1.16, -2.62, 2.29)
C (-2.06, 1.36, -3.97)
O (0.50, -2.51, -2.03)
H (-3.64, 0.37, -2.12)
H (3.47, -0.18, -3.14)
C (-0.10, 3.51, -3.52)
H (-1.70, 3.07, 1.50)
H (-0.52, 0.73, -5.37)
H (-0.25, 0.36, 3.15)
H (1.88, 0.12, -5.01)
C (-2.91, 1.37, 1.02)
H (-2.96, 1.27, -4.60)
H (0.41, 3.59, -2.55)
H (2.09, 0.38, -1.36)
C (1.48, 0.09, -3.99)
C (2.15, -1.19, 7.30)
H (-1.86, 4.43, -2.64)
C (0.67, -1.58, 3.09)
C (0.09, -0.35, 1.14)
C (1.69, -3.72, 3.15)
H (0.64, -2.70, 6.95)
H (0.30, 4.28, -4.19)
C (1.36, -3.25, 4.58)
C (0.75, -1.62, 6.88)
H (2.77, -3.84, 3.01)
H (0.61, -3.91, 5.04)
C (-1.88, 2.82, -0.60)
H (0.02, -1.15, 7.55)
C (2.48, -0.63, -3.07)
C (-2.13, 2.48, 0.71)
H (2.91, -1.61, 6.65)
C (1.11, -2.53, 0.92)

Properties
structure (SMILES) = CCC(=O)N1CCc2cc(S(=O)(=O)NCCC(=O)N3CCN(c4ccccc4)CC3)ccc21
ΔE to the lowest compared entry with this formula, charge and spin = 210.8 kJ/mol

Mulliken atomic charge list, values in e, 4 entries: number 1, H, carries 0.448; number 2, O, carries -0.230; number 3, O, carries -0.774; number 4, H, carries 0.367

=====

No. 9
Entry from the OMol25 dataset: a molecular structure, C30H26BN7O6W at a distorted geometry (ωB97M-V with the def2-TZVPD basis set).

CARTESIAN COORDINATES (ANGSTROEM)
C (-1.16, 2.73, -3.62)
N (2.44, -2.76, 3.25)
H (3.01, -4.78, -2.73)
H (-4.51, 2.22, 0.60)
C (1.10, -0.01, 3.45)
H (2.40, -4.02, -0.41)
C (1.58, -1.84, 1.20)
C (1.59, -2.79, 2.15)
H (4.39, -0.19, 3.22)
H (-1.45, 3.00, 1.75)
O (0.75, 1.11, -0.19)
H (1.04, -4.79, 2.74)
H (-4.79, 1.57, 2.98)
C (1.60, 2.42, 2.23)
C (0.31, 2.17, 2.70)
N (0.72, -1.87, 0.06)
H (-0.92, -5.09, 1.57)
C (-4.09, 1.03, 2.34)
H (-1.39, 3.24, 3.49)
N (0.60, -1.85, -2.21)
C (-1.12, -3.17, 0.70)
C (1.78, -3.29, -3.67)
C (0.74, -3.96, 2.10)
H (0.89, -0.93, 3.99)
H (2.03, -3.58, -4.68)
H (-0.66, 4.49, -2.48)
C (0.09, 0.94, 3.30)
N (-0.65, -2.04, 0.32)
C (3.56, -1.93, 3.52)
H (-2.18, -3.31, 0.48)
W (-0.35, -0.06, -1.63)
C (1.13, -2.49, -1.16)
H (-1.67, 4.96, -6.64)
C (-0.41, -4.15, 1.42)
C (2.61, 1.48, 2.36)
H (-0.36, 4.21, 2.43)
C (-1.14, 4.86, -4.57)
H (-0.90, 0.73, 3.71)
C (2.37, 0.26, 2.98)
N (1.71, 1.44, -1.02)
C (1.99, -3.54, -1.29)
C (-2.32, -0.36, 0.71)
H (2.54, -3.62, 3.76)
C (-1.53, 4.31, -5.79)
H (-2.05, 2.50, -6.87)
C (-2.48, -0.74, 2.04)
O (1.50, 0.92, -2.20)
H (-3.49, -0.34, 3.88)
C (-3.94, 1.40, 1.01)
H (1.82, 3.37, 1.75)
O (-1.68, 0.80, -4.68)
H (0.46, -1.70, -4.26)
H (-3.02, 0.93, -0.84)
C (-0.78, 3.21, 2.59)
C (-0.95, 4.07, -3.44)
O (4.52, -2.42, 4.05)
C (2.33, -3.95, -2.58)
H (3.61, 1.70, 1.99)
C (-1.74, 2.94, -5.93)
C (0.91, -2.24, -3.45)
N (-1.40, -1.02, -0.20)
C (-3.37, -0.04, 2.84)
H (-0.98, 5.93, -4.49)
B (-1.39, 0.47, -3.41)
N (3.49, -0.63, 3.12)
C (-1.54, 2.18, -4.81)
C (-3.07, 0.69, 0.20)
O (2.63, 2.10, -0.74)
H (-1.92, -1.56, 2.46)
H (2.28, -1.02, 1.21)
O (-1.09, 1.71, -2.65)

Properties
ΔE to the lowest compared entry with this formula, charge and spin = 409.1 kJ/mol
multiplicity = 3
expectation value of S² = 2.014
net charge = +2

Mulliken atomic charge list, values in e, 4 entries: number 1, C, carries 0.350; number 2, N, carries -0.129; number 3, H, carries 0.492; number 4, H, carries 0.449

=====

- Among the records above, which one has the highest ΔE to the lowest compared entry with this formula, charge and spin?
  C15H35ClMgN5O5

=====

- Look up the ΔE to the lowest compared entry with this formula, charge and spin of the fourth one.
  303.0 kJ/mol

=====

- Which value of ΔE to the lowest compared entry with this formula, charge and spin does entry 7 give?
  1196.5 kJ/mol